No. 1
Computed, not measured: a cluster of 4 separate species, C2H10O4 in total, with the ωB97M-V functional and the def2-TZVPD basis.

Properties
Energy relative to the best compared isomer or geometry (same formula, charge and spin) ... 145.7 kJ/mol
E ... -383.10004 Eh
LUMO energy ... 0.40 eV
Structure (SMILES) ... C=CO.O.O.O
Frontier orbital gap ... 10.033 eV
Net charge ... 0

Each line ends with the natural charge from an NBO analysis.
Atoms and positions in Å:
C: -0.424 -1.695 1.920  -0.51
C: -1.255 -0.693 2.048  0.15
O: -2.077 -0.253 0.986  -0.73
H: 0.368 -1.844 2.688  0.21
H: -0.123 -2.054 0.992  0.20
H: -1.417 -0.144 2.963  0.18
H: -2.382 -0.935 0.395  0.49
O: 1.281 -1.723 -2.264  -0.94
H: 1.656 -2.252 -1.486  0.46
H: 1.603 -0.885 -2.046  0.48
O: -0.071 2.684 -0.946  -0.96
H: -0.596 2.643 -1.783  0.49
H: -0.681 2.879 -0.154  0.50
O: 1.921 1.076 -0.830  -0.99
H: 2.113 1.135 0.071  0.46
H: 1.097 1.520 -1.013  0.49

Force components x, y, z for each atom (eV/Å):
2.221 0.606 1.913
-1.598 0.115 -1.614
0.421 0.854 1.696
-1.118 -0.136 -0.212
-0.145 -0.891 -1.639
-0.085 0.195 -0.074
0.329 -0.687 -0.098
0.162 -3.366 1.438
-0.908 0.861 -1.789
0.753 2.617 0.463
-2.109 0.815 0.646
0.262 0.208 1.368
1.146 -0.583 -2.209
0.938 -1.345 -2.375
0.209 0.255 2.035
-0.479 0.481 0.450

No. 2
Computed, not measured: a cluster of 4 separate species, C2H10O5 in total, with the ωB97M-V functional and the def2-TZVPD basis.

Properties
Energy relative to the best compared isomer or geometry (same formula, charge and spin) ... 50.2 kJ/mol
E ... -458.42278 Eh
LUMO energy ... 0.14 eV
Structure (SMILES) ... CC(=O)O.O.O.O
Frontier orbital gap ... 10.812 eV
Net charge ... 0

Each line ends with the natural charge from an NBO analysis.
Atoms and positions in Å:
C: 0.135 2.358 0.410  -0.73
C: 0.159 0.944 -0.183  0.83
O: -0.402 -0.025 0.295  -0.68
O: 0.881 0.929 -1.283  -0.70
H: 0.838 3.004 -0.110  0.23
H: 0.335 2.283 1.475  0.25
H: -0.830 2.836 0.231  0.24
H: 1.077 0.074 -1.733  0.52
O: -0.804 -2.800 -0.508  -0.96
H: -1.087 -1.879 -0.375  0.49
H: -0.478 -2.696 -1.424  0.46
O: -1.298 0.927 2.935  -0.96
H: -1.368 0.581 2.051  0.49
H: -0.641 0.347 3.362  0.47
O: 1.326 -1.527 -1.747  -0.95
H: 1.380 -2.047 -0.939  0.51
H: 2.023 -1.994 -2.258  0.49

Force components x, y, z for each atom (eV/Å):
-0.067 -0.437 -0.503
-0.071 0.576 0.134
0.031 0.309 -0.111
0.462 0.884 -0.723
0.291 -0.229 0.163
-0.138 0.195 0.039
-0.202 -0.351 0.290
-0.553 -0.191 0.928
0.084 0.554 -1.016
0.084 -0.202 0.597
-0.266 -0.531 0.510
0.446 -0.075 1.071
0.073 -0.359 -0.721
-0.491 0.367 -0.284
1.507 -1.522 -0.988
-0.621 0.283 0.731
-0.572 0.728 -0.117

No. 3
Computed, not measured: a cluster of 4 separate species, C2H10O5 in total, with the ωB97M-V functional and the def2-TZVPD basis.

Properties
Energy relative to the best compared isomer or geometry (same formula, charge and spin) ... 38.6 kJ/mol
E ... -458.42722 Eh
LUMO energy ... 0.55 eV
Structure (SMILES) ... CC(=O)O.O.O.O
Frontier orbital gap ... 10.716 eV
Net charge ... 0

Each line ends with the natural charge from an NBO analysis.
Atoms and positions in Å:
C: -2.150 0.713 -0.330  -0.73
C: -0.683 0.361 -0.297  0.80
O: 0.123 0.869 0.469  -0.70
O: -0.371 -0.514 -1.219  -0.71
H: -2.241 1.529 -1.052  0.24
H: -2.743 -0.135 -0.655  0.23
H: -2.509 1.105 0.619  0.23
H: 0.688 -0.699 -1.273  0.51
O: 2.039 -0.684 -1.147  -0.96
H: 2.336 0.018 -0.512  0.52
H: 2.767 -1.148 -1.540  0.50
O: 2.889 1.072 0.612  -0.93
H: 2.267 0.808 1.306  0.50
H: 2.531 1.900 0.303  0.49
O: -1.520 -2.029 1.721  -0.95
H: -1.740 -1.934 0.788  0.48
H: -1.684 -1.231 2.206  0.47

Force components x, y, z for each atom (eV/Å):
0.154 0.359 0.080
0.163 0.032 0.135
-0.291 0.015 -0.049
0.507 -0.421 -0.323
-0.153 -0.163 -0.089
-0.093 0.037 -0.106
0.151 -0.121 0.088
-1.490 0.383 0.295
0.158 0.136 0.079
0.323 -0.203 -0.062
0.461 -0.191 -0.156
0.362 -0.373 0.401
-0.046 0.053 -0.135
-0.245 0.502 -0.147
0.266 -1.152 -0.166
-0.016 0.394 0.282
-0.213 0.712 -0.127

No. 4
Computed, not measured: an isolated molecule of C2H10OSi3, with the ωB97M-V functional and the def2-TZVPD basis.

Properties
Energy relative to the best compared isomer or geometry (same formula, charge and spin) ... 13.7 kJ/mol
E ... -1025.80911 Eh
LUMO energy ... 0.27 eV
Structure (SMILES) ... CC(=O)[SiH2][SiH2][SiH3]
Frontier orbital gap ... 9.499 eV
Net charge ... 0

Each line ends with the natural charge from an NBO analysis.
Atoms and positions in Å:
C: 2.642 0.803 -0.286  -0.72
C: 1.330 0.400 0.234  0.23
O: 0.868 1.082 1.138  -0.55
Si: 0.705 -1.344 0.150  0.58
Si: -1.585 -1.118 0.233  0.17
Si: -2.523 0.923 -0.151  0.40
H: 3.405 0.324 0.319  0.25
H: 2.843 1.872 -0.156  0.24
H: 2.665 0.441 -1.294  0.22
H: 1.577 -2.117 1.057  -0.10
H: 0.954 -1.674 -1.247  -0.16
H: -1.827 -2.239 -0.704  -0.10
H: -2.180 -1.355 1.638  -0.10
H: -4.053 0.617 -0.061  -0.13
H: -2.168 1.264 -1.562  -0.14
H: -2.652 2.120 0.694  -0.09

Force components x, y, z for each atom (eV/Å):
0.389 0.536 -0.585
0.956 0.912 2.685
-1.091 0.326 -0.129
-0.433 0.042 -0.556
0.071 -0.774 2.079
-2.032 0.266 -1.015
0.136 -0.529 -0.025
-0.332 -0.091 -0.365
0.808 0.118 -0.795
-0.168 -0.092 0.056
0.185 -0.659 -0.469
-0.735 0.194 -0.091
0.411 -0.305 -0.877
1.062 -0.157 -0.448
-0.152 0.236 0.235
0.924 -0.023 0.300

Q: Which of these has the highest LUMO energy?
A: number 3

Please write out number 2 again, unchanged.
Computed, not measured: a cluster of 4 separate species, C2H10O5 in total, with the ωB97M-V functional and the def2-TZVPD basis.

Properties
Energy relative to the best compared isomer or geometry (same formula, charge and spin) ... 50.2 kJ/mol
E ... -458.42278 Eh
LUMO energy ... 0.14 eV
Structure (SMILES) ... CC(=O)O.O.O.O
Frontier orbital gap ... 10.812 eV
Net charge ... 0

Each line ends with the natural charge from an NBO analysis.
Atoms and positions in Å:
C: 0.135 2.358 0.410  -0.73
C: 0.159 0.944 -0.183  0.83
O: -0.402 -0.025 0.295  -0.68
O: 0.881 0.929 -1.283  -0.70
H: 0.838 3.004 -0.110  0.23
H: 0.335 2.283 1.475  0.25
H: -0.830 2.836 0.231  0.24
H: 1.077 0.074 -1.733  0.52
O: -0.804 -2.800 -0.508  -0.96
H: -1.087 -1.879 -0.375  0.49
H: -0.478 -2.696 -1.424  0.46
O: -1.298 0.927 2.935  -0.96
H: -1.368 0.581 2.051  0.49
H: -0.641 0.347 3.362  0.47
O: 1.326 -1.527 -1.747  -0.95
H: 1.380 -2.047 -0.939  0.51
H: 2.023 -1.994 -2.258  0.49

Force components x, y, z for each atom (eV/Å):
-0.067 -0.437 -0.503
-0.071 0.576 0.134
0.031 0.309 -0.111
0.462 0.884 -0.723
0.291 -0.229 0.163
-0.138 0.195 0.039
-0.202 -0.351 0.290
-0.553 -0.191 0.928
0.084 0.554 -1.016
0.084 -0.202 0.597
-0.266 -0.531 0.510
0.446 -0.075 1.071
0.073 -0.359 -0.721
-0.491 0.367 -0.284
1.507 -1.522 -0.988
-0.621 0.283 0.731
-0.572 0.728 -0.117

Q: Look up the energy relative to the best compared isomer or geometry (same formula, charge and spin) of the third one.
A: 38.6 kJ/mol